Record 1
Below is the molecule C10H14O4 at a distorted geometry, with properties calculated with ωB97M-V/def2-TZVPD.

Positions of all 28 atoms, in Å:
O1 1.819 -0.615 1.680
O2 0.986 -0.441 -0.572
O3 0.741 0.926 -3.926
O4 -1.831 1.417 -2.322
C1 -1.551 -0.731 2.747
C2 0.592 -0.659 1.703
C3 -0.111 -0.904 2.762
C4 -0.008 -0.636 0.496
C5 -1.386 -0.644 0.308
C6 -0.664 1.725 -1.958
C7 2.549 -0.674 3.058
C8 0.382 -0.384 -1.784
C9 0.457 0.924 -2.349
C10 -2.037 -0.513 1.549
H1 -0.394 -0.974 -2.043
H2 -0.685 2.877 -2.318
H3 -1.922 -0.353 -0.605
H4 -0.662 1.854 -0.784
H5 1.426 1.667 -2.044
H6 1.279 -0.828 -2.247
H7 -1.799 1.623 -3.395
H8 -0.234 0.510 -4.141
H9 3.802 -0.751 2.843
H10 2.119 0.045 3.726
H11 2.280 -1.673 3.416
H12 -3.285 -0.482 1.415
H13 0.102 -0.839 3.779
H14 -2.476 -1.074 3.510

ΔE to the lowest compared entry with this formula, charge and spin = 196.6 kcal/mol
Total charge = 0
SMILES = COc1ccccc1OC[C@@H](O)CO
Max |F| = 0.20341 hartree/bohr
Frontier orbital gap = 8.68 eV

Here are the natural (NBO) charges for atoms 1 to 6, given in e: atom 1 (O): -0.453, atom 2 (O): -0.473, atom 3 (O): -0.717, atom 4 (O): -0.691, atom 5 (C): -0.230, atom 6 (C): 0.224

Record 2
Below is a structure of composition C10H14O5Yb at a distorted geometry, with properties calculated with ωB97M-V/def2-TZVPD.

Positions of all 30 atoms, in Å:
Yb1 0.577 0.835 0.315
O1 1.124 -2.278 2.039
O2 -2.166 -0.833 2.165
O3 -2.702 2.446 0.759
O4 2.663 0.964 -0.246
O5 -0.173 1.904 3.682
C1 2.283 3.087 -1.408
C2 2.856 1.684 -1.517
C3 3.829 0.692 0.601
C4 1.022 -1.275 1.480
C5 -1.623 2.093 0.566
C6 -0.886 -2.014 -3.524
C7 -1.829 -2.393 -2.649
C8 4.934 -0.010 -0.162
C9 -1.322 -0.361 1.531
C10 0.156 1.640 2.607
H1 4.591 -0.970 -0.559
H2 5.765 -0.212 0.519
H3 2.829 3.675 -0.657
H4 1.206 3.125 -1.163
H5 -1.681 -3.257 -1.987
H6 0.066 -2.553 -3.601
H7 3.454 0.083 1.431
H8 -1.035 -1.148 -4.182
H9 5.331 0.600 -0.974
H10 -2.776 -1.839 -2.556
H11 2.349 1.081 -2.291
H12 2.418 3.587 -2.372
H13 4.150 1.660 1.009
H14 3.924 1.700 -1.753

ΔE to the lowest compared entry with this formula, charge and spin = 0.0 kcal/mol
Total charge = +3
2S+1 = 2
Max |F| = 0.11976 hartree/bohr
Frontier orbital gap (alpha / beta) = 4.40 / 3.39 eV

Here are the natural (NBO) charges for atoms 1 to 6, given in e: atom 1 (Yb): 1.936, atom 2 (O): -0.223, atom 3 (O): -0.248, atom 4 (O): -0.231, atom 5 (O): -0.706, atom 6 (O): -0.224

Record 3
Below is the molecule C10H14OS at a distorted geometry, with properties calculated with ωB97M-V/def2-TZVPD.

Positions of all 26 atoms, in Å:
S1 1.970 -0.165 0.580
O1 0.391 1.303 2.169
C1 0.432 0.377 -1.612
C2 -2.110 -0.537 -0.089
C3 1.554 2.505 -1.180
C4 -0.666 -1.033 0.257
C5 -0.309 -2.246 -0.637
C6 -0.559 -1.490 1.722
C7 0.961 1.346 0.920
C8 1.067 1.515 -2.053
C9 1.384 2.454 0.133
C10 0.346 -0.001 -0.225
H1 0.982 1.755 -3.106
H2 -1.325 -1.038 2.444
H3 -1.148 -3.038 -0.344
H4 -0.364 0.129 -2.327
H5 0.958 1.504 2.866
H6 -2.111 0.565 -0.340
H7 -2.495 -1.112 -0.903
H8 -0.212 -1.904 -1.748
H9 -2.768 -0.782 0.691
H10 0.531 -2.750 -0.274
H11 1.427 3.448 0.674
H12 -0.640 -2.594 1.779
H13 2.216 3.214 -1.648
H14 0.488 -1.425 2.250

ΔE to the lowest compared entry with this formula, charge and spin = 92.0 kcal/mol
Total charge = 0
SMILES = CC(C)(C)[C@@]12C=CC=C[C@]1(O)S2
Max |F| = 0.08456 hartree/bohr
Frontier orbital gap = 8.97 eV

Here are the natural (NBO) charges for atoms 1 to 6, given in e: atom 1 (S): 0.136, atom 2 (O): -0.696, atom 3 (C): -0.256, atom 4 (C): -0.607, atom 5 (C): -0.242, atom 6 (C): -0.110

Record 4
Below is a structure of composition C10H14OS2Si at a distorted geometry, with properties calculated with ωB97M-V/def2-TZVPD.

Positions of all 28 atoms, in Å:
S1 -0.582 1.942 0.605
S2 -0.439 -1.793 0.983
Si1 -0.082 0.009 -0.182
O1 -2.422 -0.230 -0.554
C1 -2.215 -2.179 0.697
C2 2.531 0.873 0.666
C3 4.661 -0.190 0.040
C4 -2.883 1.072 -0.793
C5 2.613 -0.983 -0.805
C6 3.893 0.710 0.787
C7 -3.066 -0.885 0.466
C8 -2.444 2.117 0.185
C9 1.864 -0.058 -0.135
C10 4.012 -1.035 -0.737
H1 -2.713 -2.705 1.651
H2 -2.883 2.093 1.182
H3 5.796 -0.018 0.029
H4 -3.337 -0.354 1.453
H5 -3.933 1.245 -0.804
H6 4.414 1.414 1.572
H7 -0.279 0.045 -2.729
H8 -2.361 -2.709 -0.166
H9 -2.342 3.089 -0.176
H10 4.460 -1.830 -1.404
H11 2.122 -1.658 -1.487
H12 -2.387 1.278 -1.731
H13 -4.172 -1.051 0.167
H14 2.174 1.793 1.221

ΔE to the lowest compared entry with this formula, charge and spin = 22.2 kcal/mol
Total charge = 0
Max |F| = 0.09347 hartree/bohr
Frontier orbital gap (alpha / beta) = 7.72 / 7.72 eV

Here are the natural (NBO) charges for atoms 1 to 6, given in e: atom 1 (S): -0.267, atom 2 (S): -0.184, atom 3 (Si): 1.177, atom 4 (O): -0.522, atom 5 (C): -0.521, atom 6 (C): -0.231

Record 5
Below is the molecule C10H14OSSi at a distorted geometry, with properties calculated with ωB97M-V/def2-TZVPD.

Positions of all 27 atoms, in Å:
S1 -0.101 -1.925 -0.429
Si1 2.629 -0.166 -0.027
O1 1.051 -0.645 0.005
C1 -3.427 -0.835 1.014
C2 -1.648 -1.747 -0.402
C3 2.654 1.613 0.638
C4 -4.564 1.183 0.373
C5 -2.641 -0.771 -0.141
C6 -2.848 0.281 -1.043
C7 3.223 -0.233 -1.842
C8 -4.365 0.146 1.271
C9 3.715 -1.345 1.008
C10 -3.806 1.239 -0.787
H1 -2.242 0.332 -1.937
H2 -4.947 0.105 2.181
H3 2.483 0.200 -2.510
H4 2.126 2.289 -0.027
H5 3.716 -1.080 2.061
H6 3.365 -2.370 0.930
H7 2.188 1.681 1.615
H8 -3.268 -1.638 1.717
H9 3.676 1.964 0.727
H10 -3.954 2.047 -1.489
H11 4.746 -1.325 0.664
H12 4.151 0.311 -1.984
H13 -5.302 1.943 0.579
H14 3.391 -1.257 -2.164

ΔE to the lowest compared entry with this formula, charge and spin = 0.0 kcal/mol
Total charge = 0
Max |F| = 0.05020 hartree/bohr
Frontier orbital gap = 8.52 eV

Here are the natural (NBO) charges for atoms 1 to 6, given in e: atom 1 (S): 0.882, atom 2 (Si): 1.865, atom 3 (O): -1.154, atom 4 (C): -0.192, atom 5 (C): -0.283, atom 6 (C): -1.113

Record 6
Below is a cluster of 2 separate species, C10H14OSi in total at a distorted geometry, with properties calculated with ωB97M-V/def2-TZVPD.

Positions of all 26 atoms, in Å:
Si1 1.021 0.644 0.053
O1 0.466 2.119 0.528
C1 2.252 -0.164 1.249
C2 -0.709 -0.066 -0.107
C3 -0.927 2.291 0.445
C4 -1.597 0.977 0.157
C5 2.186 -1.685 1.171
C6 -3.441 -0.514 -0.084
C7 2.310 0.628 -2.272
C8 -2.962 0.762 0.167
C9 -2.567 -1.556 -0.353
C10 -1.201 -1.333 -0.372
H1 1.762 1.263 -2.942
H2 -3.645 1.572 0.375
H3 -1.275 2.711 1.395
H4 2.324 -0.405 -2.574
H5 -1.142 3.017 -0.350
H6 -4.506 -0.695 -0.064
H7 3.261 0.161 0.991
H8 1.207 -2.046 1.478
H9 3.280 1.014 -2.016
H10 2.934 -2.139 1.820
H11 -2.953 -2.547 -0.540
H12 2.369 -2.022 0.153
H13 2.070 0.155 2.278
H14 -0.519 -2.143 -0.587

ΔE to the lowest compared entry with this formula, charge and spin = 0.0 kcal/mol
Total charge = 0
2S+1 = 3
Max |F| = 0.06647 hartree/bohr
Frontier orbital gap (alpha / beta) = 5.74 / 7.41 eV

Here are the natural (NBO) charges for atoms 1 to 6, given in e: atom 1 (Si): 1.521, atom 2 (O): -0.870, atom 3 (C): -0.882, atom 4 (C): -0.521, atom 5 (C): -0.092, atom 6 (C): 0.030

Record 7
Below is the molecule C10H14Si at a distorted geometry, with properties calculated with ωB97M-V/def2-TZVPD.

Positions of all 25 atoms, in Å:
Si1 -1.213 -0.361 0.501
C1 -1.269 1.380 1.229
C2 0.998 -1.088 2.243
C3 1.684 1.126 -1.754
C4 2.160 -0.680 1.329
C5 -2.036 2.409 0.747
C6 -0.243 -1.517 1.443
C7 -1.687 -1.303 -2.026
C8 1.931 -0.311 -1.251
C9 -2.262 -0.753 -0.971
C10 2.035 -0.497 0.036
H1 -0.933 1.500 2.233
H2 0.673 1.079 -2.363
H3 3.157 -0.568 1.727
H4 -3.227 -0.314 -1.088
H5 -2.329 -1.390 -2.827
H6 2.552 1.515 -2.186
H7 1.356 -1.985 2.713
H8 1.501 1.630 -0.747
H9 -2.436 3.306 1.236
H10 0.914 -0.337 2.981
H11 -2.597 2.343 -0.224
H12 2.052 -1.061 -2.043
H13 -0.576 -1.590 -2.026
H14 -0.205 -2.532 1.090

ΔE to the lowest compared entry with this formula, charge and spin = 151.9 kcal/mol
Total charge = 0
SMILES = C=C[Si](C=C)=CCC=C=CC
Max |F| = 0.08871 hartree/bohr
Frontier orbital gap = 7.79 eV

Here are the natural (NBO) charges for atoms 1 to 6, given in e: atom 1 (Si): 1.471, atom 2 (C): -0.673, atom 3 (C): -0.449, atom 4 (C): -0.626, atom 5 (C): -0.268, atom 6 (C): -0.338

Record 8
Below is a structure of composition C10H15AuO4P at a distorted geometry, with properties calculated with ωB97M-V/def2-TZVPD.

Positions of all 31 atoms, in Å:
Au1 -0.405 -0.078 -0.012
P1 0.157 -0.130 2.417
O1 -2.316 -0.006 -2.737
O2 -0.637 3.046 -0.437
O3 2.928 0.052 -0.850
O4 -0.606 -3.250 -0.237
C1 -0.495 -2.163 0.104
C2 -1.652 -2.143 3.435
C3 2.099 -1.267 4.183
C4 0.704 1.528 2.968
C5 -0.517 2.006 0.023
C6 1.659 -1.122 2.724
C7 0.890 1.726 4.472
C8 -1.613 -0.096 -1.840
C9 -1.160 -0.695 3.560
C10 1.801 -0.045 -0.698
H1 -0.055 2.237 2.595
H2 -0.833 -2.872 3.525
H3 1.272 -1.562 4.842
H4 -2.176 -2.329 2.488
H5 2.480 -0.668 2.141
H6 1.035 2.788 4.685
H7 1.470 -2.123 2.303
H8 2.522 -0.338 4.575
H9 0.029 1.370 5.040
H10 2.888 -2.024 4.270
H11 -2.370 -2.338 4.251
H12 -1.997 -0.011 3.347
H13 1.652 1.738 2.439
H14 1.771 1.211 4.855
H15 -0.832 -0.501 4.595

ΔE to the lowest compared entry with this formula, charge and spin = 0.0 kcal/mol
Total charge = +3
2S+1 = 3
Max |F| = 0.11649 hartree/bohr
Frontier orbital gap (alpha / beta) = 8.25 / 4.02 eV

Here are the natural (NBO) charges for atoms 1 to 6, given in e: atom 1 (Au): 1.020, atom 2 (P): 1.135, atom 3 (O): -0.211, atom 4 (O): -0.218, atom 5 (O): -0.247, atom 6 (O): -0.218